[1]
Entry from the Open Molecules 2025 dataset: 7 unconnected molecules or ions with the total composition C47H58BCl2INO6S2 (ωB97M-V/def2-TZVPD).

Calculated values
* Kohn-Sham gap: 7.53 eV
* highest occupied orbital energy: -5.71 eV
* 2S+1: 1
* charge: -1
* largest force on an atom: 0.016 Eh/bohr

Each line ends with the Mulliken charge.
Atoms and positions in Å:
1 I 4.036220 -1.257570 -6.037373  -0.28
2 Cl 4.059833 1.910911 0.241983  -0.20
3 Cl -0.063779 -0.942800 -4.322189  -0.31
4 S 3.615004 3.882212 0.011578  1.02
5 S 6.136754 -1.599282 -3.146549  0.98
6 O 4.323549 4.570310 1.048771  -0.59
7 O 5.706933 -2.940250 -2.835579  -0.61
8 O 2.194796 3.996055 -0.094863  -0.50
9 O 2.379181 -1.099092 -3.417251  -0.54
10 O 3.101361 0.957464 -4.191507  -0.57
11 O 7.339833 -1.074790 -2.531165  -0.68
12 N 1.058885 1.515325 -5.042096  -0.60
13 C -14.745125 -4.750602 0.949108  -0.36
14 C 3.936007 3.551089 -2.824218  0.56
15 C 7.394805 5.186616 3.950891  -0.50
16 C 6.479453 4.210133 3.579916  -0.19
17 C -4.517208 1.626095 2.028548  -0.44
18 C -15.034135 -5.708764 1.910870  -0.37
19 C 1.771393 1.155488 -3.818161  0.53
20 C 0.840449 -0.381446 -1.814022  -2.29
21 C -5.165583 1.676187 -0.286126  -0.47
22 C -4.214736 1.895533 0.701014  -0.37
23 C -8.263631 -2.923739 1.868533  -0.52
24 C 6.497809 2.976447 4.216990  -0.70
25 C -0.459672 0.258908 -1.303982  1.81
26 C -6.722465 0.917989 1.381594  -0.43
27 C 9.734218 0.508763 9.397315  -0.54
28 C 2.429128 3.559478 -3.130050  -1.35
29 C -13.728469 -3.831496 1.168650  -0.47
30 C 1.184747 -1.912679 -11.782160  -0.38
31 C 4.424313 4.216672 -1.528187  -0.95
32 C 8.321106 4.934043 4.953303  -0.45
33 C 10.745313 -0.435733 9.507190  -0.34
34 C -5.771728 1.139370 2.368895  -0.41
35 C 0.229287 -1.583938 -9.599710  -0.54
36 C -8.412382 -3.230459 4.624343  -0.47
37 C 1.494313 -1.649231 -9.031226  -0.03
38 C 1.657827 2.285656 -2.767166  0.02
39 C 2.604243 -1.845339 -9.840853  -0.27
40 C -9.382173 -3.797847 3.809251  -0.28
41 C 9.354635 0.976945 8.146889  -0.07
42 C 11.375733 -0.912925 8.366157  -0.34
43 C 0.073566 -1.714508 -10.973535  -0.31
44 C 7.423008 2.721144 5.219830  -0.03
45 C -7.292686 -2.356977 2.682840  -0.44
46 C -1.692500 -0.636779 -1.435174  -1.57
47 C -6.419225 1.186026 0.053830  -0.40
48 C -7.367212 -2.511448 4.060454  -0.42
49 C 2.450359 -1.978325 -11.214425  -0.38
50 C -9.307979 -3.644620 2.431634  -0.37
51 C 4.801454 -0.484418 -2.916463  -0.30
52 C -0.268539 0.618446 0.191744  -1.50
53 C -13.291933 -4.826609 3.312637  -0.37
54 C 10.997937 -0.442623 7.116125  -0.55
55 C 9.989245 0.504487 7.006273  -0.12
56 C 1.289072 -0.282625 -3.277167  1.54
57 C 8.334438 3.700684 5.590351  -0.24
58 C -14.307725 -5.746674 3.092958  -0.44
59 C -13.000353 -3.869946 2.350004  -0.31
60 B 3.533504 -0.412754 -3.962440  0.35
61 H 7.432748 1.756195 5.712504  0.28
62 H -15.312220 -4.720545 0.027554  0.36
63 H -10.195456 -4.363333 4.247066  0.28
64 H -7.158507 1.009022 -0.717062  0.38
65 H -3.235058 2.268411 0.430120  0.51
66 H 9.034454 5.697273 5.238206  0.36
67 H -3.772822 1.793074 2.796617  0.39
68 H 1.647904 2.159557 -5.555220  0.37
69 H 0.181147 1.980110 -4.840920  0.31
70 H 1.626188 -1.546660 -7.961886  0.16
71 H 11.489200 -0.813619 6.225921  0.36
72 H 1.956710 1.946536 -1.782088  -0.18
73 H -0.654257 1.191287 -1.840031  -0.22
74 H -10.061238 -4.092332 1.795903  0.49
75 H -2.555582 -0.146747 -0.974154  0.33
76 H 4.436701 4.114989 -3.615113  0.30
77 H 5.789776 2.210870 3.925606  0.39
78 H 0.815948 -1.449088 -1.578021  0.61
79 H 1.064491 -2.015392 -12.853835  0.34
80 H 1.958738 4.414743 -2.643793  0.45
81 H -8.205099 -2.802003 0.794332  0.39
82 H 4.440693 -0.744776 -1.916714  0.10
83 H -12.207767 -3.153039 2.520727  0.57
84 H 12.161741 -1.652466 8.450937  0.35
85 H 4.326988 2.541724 -2.886759  -0.62
86 H 0.076031 1.645151 0.320588  0.20
87 H -6.478583 -1.795330 2.244335  0.58
88 H 5.287563 0.492066 -2.860855  -0.01
89 H -1.951689 -0.867634 -2.464695  0.34
90 H 9.697543 0.873561 6.031071  0.26
91 H 6.312443 -1.516424 -4.483612  0.02
92 H 7.385502 6.148542 3.453659  0.37
93 H 9.239915 0.879088 10.286449  0.35
94 H -13.501119 -3.085528 0.417893  0.36
95 H 0.598517 2.542198 -2.690605  0.09
96 H -4.926367 1.882956 -1.321388  0.38
97 H -6.607967 -2.071578 4.694762  0.38
98 H 4.411094 5.309369 -1.573148  0.42
99 H -0.914283 -1.661132 -11.414950  0.34
100 H -7.698354 0.532034 1.648261  0.47
101 H 11.041116 -0.801179 10.482399  0.35
102 H -1.538283 -1.581006 -0.903328  0.36
103 H -12.727556 -4.854887 4.236178  0.33
104 H 5.452219 3.916694 -1.311349  0.43
105 H -6.009227 0.928057 3.404344  0.39
106 H -8.469859 -3.350546 5.698770  0.37
107 H 9.056023 3.503855 6.374199  0.25
108 H -1.212651 0.471173 0.720350  0.48
109 H 1.681116 0.028005 -1.252358  0.29
110 H 8.563340 1.711621 8.061363  0.28
111 H -14.533071 -6.493770 3.843207  0.36
112 H 0.454367 -0.068304 0.639033  0.33
113 H -0.635550 -1.429675 -8.966789  0.37
114 H 2.315166 3.725527 -4.204599  0.63
115 H -15.825294 -6.427226 1.738573  0.35
116 H 3.588771 -1.890596 -9.392386  0.28
117 H 5.758001 4.402624 2.797192  0.51
118 H 3.318156 -2.133251 -11.843860  0.34

Forces on the atoms, in the same order (eV/Å):
0.20 -0.24 -0.50
-0.04 -0.23 0.00
-0.14 -0.07 -0.04
-0.12 0.07 -0.04
-0.02 -0.05 -0.13
-0.16 0.01 -0.14
0.09 0.00 0.05
0.10 0.01 0.09
0.11 -0.04 0.06
0.25 0.02 0.57
-0.10 -0.05 0.07
0.15 0.22 0.00
0.00 0.00 0.00
-0.10 0.14 0.12
-0.01 0.02 -0.01
0.03 -0.02 0.03
0.01 0.00 0.01
0.00 0.00 0.00
-0.41 -0.08 -0.29
-0.03 0.01 -0.15
0.00 0.00 0.00
0.02 0.00 -0.05
-0.01 0.02 0.01
-0.02 -0.02 -0.02
-0.04 0.14 0.24
-0.03 0.03 -0.01
-0.01 -0.01 0.01
0.03 -0.06 -0.22
0.01 -0.01 -0.01
0.00 0.00 0.00
0.24 -0.07 -0.17
0.00 0.00 0.00
0.00 0.00 0.00
0.00 -0.01 0.00
0.00 0.00 0.00
0.00 0.01 0.00
-0.03 0.00 0.01
0.01 -0.02 -0.04
0.02 0.00 -0.02
-0.01 0.00 0.00
0.01 0.02 -0.01
0.00 0.00 0.00
0.00 0.00 0.00
0.00 0.00 0.02
0.02 -0.02 0.01
-0.10 -0.02 0.02
0.01 0.00 0.00
-0.01 0.01 0.00
0.00 0.00 0.00
0.02 -0.01 -0.04
0.22 0.19 -0.14
-0.14 -0.33 -0.36
0.00 0.00 0.00
0.01 0.00 0.00
-0.01 0.00 -0.01
0.16 0.20 0.06
0.01 -0.01 0.01
0.00 0.00 0.00
-0.02 0.03 0.01
-0.47 0.30 0.58
-0.01 0.00 0.00
0.00 0.00 0.00
0.00 -0.01 0.00
0.00 0.01 0.00
0.01 0.00 0.02
0.00 0.00 0.00
0.00 0.00 0.00
0.02 -0.04 -0.08
-0.05 -0.08 -0.01
-0.02 0.02 0.01
0.00 0.00 0.00
0.13 -0.08 0.16
-0.05 -0.10 -0.09
0.00 -0.01 0.00
0.02 0.00 -0.01
0.12 -0.06 0.04
0.00 0.00 0.00
0.04 0.01 -0.06
0.00 0.00 0.00
-0.02 0.02 0.05
0.01 -0.01 0.00
-0.12 0.04 -0.03
-0.01 0.01 0.02
0.00 0.00 0.00
-0.05 -0.15 0.04
0.10 -0.05 0.09
0.01 -0.01 0.00
-0.03 0.04 -0.03
0.11 -0.02 -0.03
0.00 0.00 0.00
0.03 -0.08 -0.06
0.00 0.00 0.00
0.00 0.00 0.00
0.00 0.00 0.00
0.03 0.01 0.05
0.01 -0.01 0.00
0.00 0.00 0.00
-0.17 -0.01 0.01
0.00 0.00 0.00
0.00 0.00 0.00
0.00 0.00 0.00
0.05 0.01 -0.02
0.00 0.00 0.00
0.01 0.11 -0.08
0.00 0.00 0.00
0.00 0.00 0.00
0.01 0.00 -0.01
0.03 0.24 0.11
0.08 -0.02 0.10
0.00 0.00 0.00
0.00 0.00 0.00
0.01 0.11 0.10
0.00 0.00 0.00
0.01 0.03 0.04
0.00 0.00 0.00
-0.01 0.00 0.02
0.04 0.01 0.04
0.00 0.00 0.00

***

[2]
Entry from the Open Molecules 2025 dataset: a molecular structure, C47H58CaClFN10O6P (ωB97M-V/def2-TZVPD).

Calculated values
* Kohn-Sham gap: 7.89 eV
* highest occupied orbital energy: -14.10 eV
* 2S+1: 1
* charge: +3
* largest force on an atom: 0.061 Eh/bohr
* ΔE to the lowest compared entry with this formula, charge and spin: 23.2 kcal per mole

Each line ends with the Mulliken charge.
Atoms and positions in Å:
1 Ca 2.809808 0.775896 -0.912791  2.48
2 Cl -5.604635 -3.612907 0.863992  -0.22
3 P 5.566542 -0.196406 -3.083631  0.92
4 F -4.105967 1.988629 0.468969  -0.50
5 O -0.054693 0.682479 5.838552  -0.65
6 O 4.499455 -0.107275 -2.052625  -1.40
7 O 0.512748 0.629921 -0.981027  0.09
8 O 2.350071 1.547309 -2.924377  -0.91
9 O 5.610282 -1.287239 -4.110529  -0.95
10 O 2.195923 0.233126 -4.715355  -0.87
11 N -5.866352 0.929476 -1.493986  0.28
12 N -8.336229 1.542148 -2.010496  -0.11
13 N 4.682664 0.870933 0.663346  0.91
14 N 2.983929 -1.279618 0.189484  1.51
15 N 1.083288 2.125892 2.710148  0.97
16 N 2.111523 2.359432 0.797680  -0.59
17 N 7.904758 -1.491759 -3.069477  -0.20
18 N 0.203283 2.770709 1.912287  -0.88
19 N -1.919247 0.035557 -4.171033  0.22
20 N 4.117305 1.563494 -4.464796  -0.26
21 C 0.128349 -0.912722 2.386628  -0.68
22 C -0.214016 0.626441 -1.996439  0.54
23 C -3.882045 0.469370 -2.806595  -0.49
24 C -7.886879 0.258748 -2.667444  -0.97
25 C 0.815413 1.833830 4.110815  -2.46
26 C 3.391646 -3.716267 1.460502  -0.82
27 C -4.468783 0.936731 -1.637994  -1.07
28 C -3.419249 -0.691389 3.547788  0.04
29 C -0.584591 0.115905 -4.324758  -0.09
30 C 5.849360 -0.404816 2.350736  1.31
31 C 4.859677 -0.280018 1.362909  -0.59
32 C 2.208709 1.904014 2.042970  -0.07
33 C 0.283689 0.463282 -3.329276  -0.87
34 C -4.060397 -1.808188 4.077322  -0.22
35 C -1.546007 1.087092 3.947937  0.08
36 C 1.876775 -0.875863 4.174060  -2.00
37 C 5.253005 -2.711231 2.759661  -0.89
38 C -4.731164 -2.714152 3.269200  -0.86
39 C -3.611740 0.530594 -6.012592  -0.42
40 C -0.142564 0.658924 4.416563  0.93
41 C -2.242370 1.283358 -0.730212  -0.23
42 C -3.596136 1.415354 -0.639732  0.92
43 C 4.217147 -2.619586 1.768917  1.48
44 C 7.263137 -0.362660 -2.322609  -0.73
45 C 6.446699 1.882271 1.931144  -1.14
46 C -1.659750 0.764194 -1.890158  0.70
47 C -2.786254 0.336203 4.462391  -1.23
48 C -0.327121 -1.871218 4.626758  -2.16
49 C 6.026544 -1.648429 3.048170  -1.00
50 C -4.760304 -2.503873 1.901046  -0.04
51 C -8.035581 1.508914 -0.541536  -0.92
52 C -2.418270 -0.094438 -6.668934  -1.00
53 C 0.374453 -0.724253 3.887838  2.97
54 C -2.492428 0.418985 -2.961956  -0.56
55 C 5.515976 1.393233 -3.973702  -0.76
56 C 3.989225 -1.414860 1.089735  -0.69
57 C 2.398081 -3.576073 0.530735  -0.99
58 C -4.118383 -1.411995 1.343679  -0.91
59 C 0.857750 2.892551 0.787613  -0.75
60 C -3.461911 -0.512624 2.169074  0.95
61 C -6.518006 1.582829 -0.356919  -0.33
62 C 5.448186 1.904971 0.950094  -0.86
63 C 1.717338 0.724587 -3.696522  0.68
64 C 6.647569 0.720440 2.627078  -0.84
65 C 2.225772 -2.325280 -0.072111  -0.97
66 C -6.624014 -0.226451 -1.955587  -0.63
67 C -2.755436 -0.443892 -5.255940  -0.38
68 H -0.197152 -0.119163 -5.306179  0.76
69 H 3.403919 1.591435 -3.636530  0.21
70 H 5.260185 2.813635 0.387768  0.54
71 H -1.619390 1.591664 0.100698  0.08
72 H 0.606708 -1.842656 2.070565  0.30
73 H -3.524728 1.573344 -5.740583  0.23
74 H 5.769248 2.230250 -3.323310  0.43
75 H 2.495628 -0.305598 3.480566  0.17
76 H -9.330765 1.703719 -2.183749  0.35
77 H -3.155867 -1.432694 -5.066802  0.46
78 H -0.126932 -1.841957 5.698027  0.49
79 H -7.716937 0.479496 -3.719377  0.43
80 H 0.411239 2.730890 4.575324  0.58
81 H 7.131398 -1.762236 -3.755321  0.34
82 H 0.058628 -2.821995 4.255406  0.53
83 H 8.756691 -1.223243 -3.562576  0.33
84 H 1.749386 -4.398541 0.267958  0.52
85 H -0.782391 0.181529 6.222082  0.58
86 H 3.770580 0.726205 -4.971967  0.37
87 H -7.823508 2.324392 -2.426501  0.39
88 H 6.796846 -1.711693 3.804874  0.49
89 H -4.509196 0.166059 -3.630046  1.06
90 H -1.546759 1.122782 2.858878  -0.63
91 H 0.432497 3.377882 -0.074482  0.66
92 H 3.062656 1.429525 2.490235  0.82
93 H -6.204606 2.625234 -0.320959  0.53
94 H -6.042004 -0.831970 -2.642027  0.63
95 H 3.552098 -4.660871 1.964936  0.49
96 H -1.571373 0.545788 -6.865116  0.33
97 H -8.468383 0.587167 -0.156298  0.37
98 H -4.601136 0.219850 -6.315544  0.32
99 H -6.882116 -0.876373 -1.111559  0.29
100 H 2.161411 -1.923585 4.063856  0.50
101 H 6.208776 1.374462 -4.814151  0.38
102 H 4.008478 2.384522 -5.058676  0.33
103 H 7.410272 0.656117 3.392865  0.51
104 H -4.124557 -1.277682 0.270304  0.65
105 H -0.933271 -1.005777 2.163002  -0.22
106 H -1.644463 2.123822 4.274045  0.83
107 H -6.273529 1.123966 0.605421  0.12
108 H 1.427303 -2.171809 -0.790433  0.44
109 H -8.527420 2.349673 -0.056473  0.44
110 H -8.698229 -0.462084 -2.581532  0.40
111 H -5.225626 -3.574505 3.696489  0.46
112 H 7.872908 0.535318 -2.402295  0.41
113 H -3.553282 1.090179 4.657360  0.38
114 H -1.401897 -1.879669 4.462060  0.35
115 H -2.972516 0.342899 1.723439  -0.23
116 H 8.119354 -2.289671 -2.471797  0.34
117 H 0.536259 -0.109870 1.770510  -0.28
118 H 7.169063 -0.623265 -1.270356  0.12
119 H 5.388566 -3.650933 3.278735  0.49
120 H -4.045139 -1.975769 5.147381  0.45
121 H 1.774793 1.627648 4.579832  0.39
122 H -2.573703 -0.863996 -7.410049  0.28
123 H 2.117679 -0.573657 5.193334  0.38
124 H -2.603825 -0.128668 5.434569  0.28
125 H 7.032570 2.768144 2.129487  0.48

Forces on the atoms, in the same order (eV/Å):
0.05 0.45 0.72
-0.02 0.00 -0.03
0.31 -0.01 -0.90
0.13 -0.01 -0.03
-0.09 0.02 0.03
0.16 -0.28 0.23
-0.25 0.01 -0.13
-1.44 0.15 0.60
-0.01 -0.13 0.15
-1.42 -0.75 -0.06
0.04 0.08 -0.15
-0.01 0.07 -0.04
0.15 -0.24 0.43
0.15 -0.51 0.47
0.08 0.12 0.07
-0.18 0.19 0.43
0.18 -0.12 0.11
-0.06 0.03 0.10
0.21 0.05 -0.08
2.93 0.08 -1.08
0.00 -0.03 0.03
0.01 -0.06 -0.01
-0.04 -0.04 0.00
-0.01 -0.06 -0.04
0.08 -0.12 0.04
0.02 0.00 0.02
-0.05 -0.04 0.03
-0.02 0.04 -0.04
-0.12 -0.09 -0.02
0.00 -0.06 0.01
-0.04 -0.03 -0.08
-0.03 0.12 -0.06
0.14 0.11 0.00
0.00 0.02 -0.01
-0.04 0.00 0.02
-0.06 -0.01 0.04
-0.05 -0.02 -0.03
-0.01 -0.01 -0.02
0.02 0.05 -0.01
0.04 -0.04 0.00
0.02 0.00 0.03
0.01 0.01 0.06
0.00 0.00 0.05
-0.09 0.20 0.21
0.00 0.02 -0.02
-0.05 0.01 -0.08
0.01 -0.05 -0.02
-0.01 0.02 0.01
-0.01 0.08 -0.03
0.02 0.01 0.02
-0.03 0.05 0.08
-0.02 -0.02 -0.05
0.03 0.04 0.01
-0.06 0.00 0.09
-0.03 0.33 -0.32
0.11 0.01 0.02
-0.01 0.01 -0.03
-0.01 0.03 0.02
-0.01 0.01 -0.16
0.04 0.01 0.03
-0.05 0.02 0.06
0.02 0.03 -0.05
-1.38 -0.58 -0.41
0.02 -0.02 0.02
-0.03 0.00 -0.01
0.01 -0.07 0.06
-0.05 -0.04 -0.01
-0.02 -0.02 -0.01
0.50 0.71 -0.08
-0.01 0.02 0.01
0.03 0.02 -0.01
-0.01 -0.01 0.01
0.02 0.03 0.02
0.03 0.03 0.04
0.03 0.00 -0.01
0.07 -0.01 0.02
0.02 0.00 0.00
0.01 -0.01 0.01
0.01 0.02 0.02
-0.02 0.00 -0.06
-0.08 -0.09 -0.20
0.00 -0.02 -0.01
-0.10 -0.03 0.03
-0.02 -0.01 -0.01
0.05 0.01 -0.02
0.24 0.51 0.02
-0.07 -0.07 0.01
0.02 0.01 0.02
-0.01 0.02 -0.01
0.01 0.06 0.03
-0.03 0.01 -0.02
0.06 0.01 -0.01
-0.03 -0.03 0.02
0.02 0.00 0.00
0.00 -0.01 0.01
0.02 0.04 0.02
0.01 0.01 -0.02
-0.01 -0.06 -0.01
0.01 -0.01 -0.01
0.01 -0.02 -0.02
0.05 0.02 0.01
0.10 -0.09 0.02
0.01 0.00 0.01
0.01 0.01 -0.08
-0.03 -0.01 -0.01
-0.02 0.00 -0.04
-0.03 -0.02 -0.03
-0.01 -0.01 0.00
-0.01 -0.02 -0.04
-0.01 0.03 0.00
-0.02 -0.02 0.01
-0.01 -0.03 -0.02
0.00 -0.01 0.04
-0.02 0.00 0.00
-0.04 -0.07 0.06
0.04 0.08 -0.05
-0.01 0.00 0.00
0.02 -0.01 0.00
0.00 -0.02 0.00
0.00 0.00 0.03
0.00 0.03 -0.01
-0.01 -0.01 0.00
0.00 -0.01 0.03
-0.01 0.00 0.00
0.01 0.01 -0.01

***

Which of these has the highest charge?
C47H58CaClFN10O6P

***

Which of these has the lowest charge?
C47H58BCl2INO6S2

***

The lowest charge belongs to which entry?
C47H58BCl2INO6S2

***

Which of these has the highest charge?
C47H58CaClFN10O6P